1.
Computed, not measured: a structure of composition C25H48FNNbO9 at a distorted geometry, with ωB97M-V/def2-TZVPD.

charge = -1
HOMO energy = -0.17204 hartree
spin multiplicity = 1

The geometry in XYZ format:
```
85
C25H48FNNbO9 (ωB97M-V/def2-TZVPD)
C -0.552 0.063 3.644
C -1.554 0.685 3.335
Nb -3.435 1.811 2.868
C -4.003 0.262 1.272
C -5.017 0.723 0.307
O -6.102 0.217 0.104
C -5.109 3.206 2.405
C -6.546 2.652 2.572
C -7.435 3.509 3.492
C -4.563 0.478 4.340
C -3.835 -0.641 5.105
C -3.548 -1.876 4.261
N -4.789 -2.560 3.846
C -2.050 3.015 1.507
C -1.648 2.462 0.129
C -0.539 1.407 0.168
C 0.849 1.966 0.435
O 1.091 2.192 1.836
C 2.278 1.875 2.340
O 2.893 0.859 2.131
C -2.979 3.098 4.738
C -2.866 4.605 4.464
F -1.785 2.711 5.416
H 0.372 -0.413 3.866
H -3.100 -0.055 0.733
H -4.411 -0.628 1.766
H -4.761 1.649 -0.256
H -5.027 4.152 2.954
H -4.954 3.493 1.354
H -6.578 1.623 2.937
H -7.024 2.624 1.589
H -7.136 4.559 3.470
H -7.413 3.142 4.522
H -8.479 3.442 3.170
H -5.023 1.145 5.079
H -5.339 0.002 3.724
H -2.924 -0.280 5.587
H -4.485 -0.996 5.926
H -2.891 -2.560 4.814
H -3.002 -1.583 3.361
H -4.736 -3.556 3.997
H -5.588 -2.193 4.347
H -2.546 3.987 1.372
H -1.138 3.210 2.084
H -1.255 3.282 -0.498
H -2.501 2.062 -0.428
H -0.758 0.600 0.869
H -0.475 0.953 -0.831
H 1.600 1.272 0.047
H 0.978 2.920 -0.089
H 2.662 2.650 3.021
H -3.779 2.939 5.471
H -3.756 5.121 4.839
H -2.016 5.005 5.023
H -2.770 4.869 3.409
C 5.899 0.700 0.514
C 4.750 0.521 -0.451
O 5.211 0.307 -1.804
C 5.651 -0.914 -2.076
O 5.690 -1.852 -1.321
O 6.050 -0.938 -3.354
C 6.591 -2.190 -3.779
H 6.559 1.501 0.175
H 5.507 0.950 1.498
H 6.485 -0.215 0.593
H 4.148 1.426 -0.505
H 4.100 -0.298 -0.149
H 5.903 -3.005 -3.565
H 7.545 -2.378 -3.288
H 6.738 -2.106 -4.851
C 5.841 -7.416 -7.962
C 6.793 -6.397 -8.549
O 6.098 -5.368 -9.276
C 5.530 -4.427 -8.522
O 5.577 -4.355 -7.321
O 4.902 -3.571 -9.326
C 4.199 -2.526 -8.643
H 5.201 -7.830 -8.742
H 6.403 -8.228 -7.502
H 5.206 -6.962 -7.203
H 7.447 -6.858 -9.287
H 7.414 -5.941 -7.779
H 4.857 -2.005 -7.952
H 3.347 -2.933 -8.102
H 3.857 -1.847 -9.418
```

2.
Computed, not measured: a cluster of 4 separate species, C25H48N2O5S2 in total at a distorted geometry, with ωB97M-V/def2-TZVPD.

charge = 0
HOMO energy = -0.33609 hartree
SMILES string = C=CC[C@@]1(N=C=O)OS(=O)(=O)O[C@H]1N=C=S.CCCCCC.CCCCCC.CCCCCC
spin multiplicity = 1

The geometry in XYZ format:
```
82
C25H48N2O5S2 (ωB97M-V/def2-TZVPD)
C 9.016 -3.338 0.670
C 7.674 -3.191 0.756
C 6.880 -2.215 -0.097
C 6.997 -0.763 0.385
N 5.930 -0.229 1.255
C 5.266 -1.078 1.855
O 4.496 -1.842 2.261
O 8.207 -0.575 1.147
S 9.186 0.602 0.625
O 10.479 0.014 0.592
O 9.086 1.823 1.344
O 8.498 0.772 -0.825
C 7.135 0.347 -0.717
N 6.659 0.016 -2.054
C 5.468 -0.219 -2.141
S 4.055 -0.891 -2.288
H 9.589 -3.325 1.603
H 9.578 -3.533 -0.245
H 7.132 -3.831 1.461
H 5.844 -2.543 -0.239
H 7.343 -2.243 -1.101
H 6.594 1.229 -0.350
C 0.719 1.024 0.183
C 1.086 1.474 -1.225
C 0.557 2.864 -1.569
C -0.968 2.995 -1.550
C -1.714 2.037 -2.478
C -1.380 2.236 -3.953
H -0.363 0.942 0.306
H 1.150 0.043 0.397
H 1.097 1.726 0.930
H 0.726 0.738 -1.951
H 2.175 1.484 -1.317
H 0.938 3.154 -2.553
H 0.974 3.589 -0.862
H -1.230 4.024 -1.818
H -1.334 2.850 -0.529
H -2.788 2.191 -2.340
H -1.514 0.999 -2.194
H -1.603 3.258 -4.268
H -1.969 1.559 -4.573
H -0.327 2.037 -4.159
C -2.804 1.014 2.549
C -3.880 1.324 1.512
C -4.213 2.810 1.399
C -4.786 3.444 2.667
C -6.058 2.788 3.201
C -7.232 2.859 2.229
H -3.121 1.289 3.556
H -2.579 -0.055 2.553
H -1.882 1.553 2.318
H -4.782 0.747 1.737
H -3.529 0.975 0.536
H -4.914 2.952 0.571
H -3.305 3.356 1.120
H -4.991 4.500 2.464
H -4.027 3.434 3.455
H -6.342 3.292 4.129
H -5.865 1.745 3.467
H -7.464 3.896 1.975
H -8.124 2.416 2.675
H -7.024 2.319 1.305
C -1.016 -3.029 0.842
C -1.387 -2.721 -0.605
C -2.719 -1.987 -0.748
C -3.944 -2.753 -0.250
C -4.170 -4.113 -0.908
C -4.416 -4.026 -2.411
H -1.739 -3.700 1.309
H -0.039 -3.514 0.891
H -0.966 -2.113 1.434
H -1.397 -3.647 -1.188
H -0.601 -2.096 -1.040
H -2.861 -1.717 -1.799
H -2.659 -1.040 -0.201
H -4.831 -2.130 -0.411
H -3.872 -2.894 0.833
H -5.039 -4.583 -0.439
H -3.322 -4.776 -0.713
H -5.281 -3.395 -2.628
H -4.614 -5.017 -2.823
H -3.553 -3.617 -2.939
```

3.
Computed, not measured: a structure of composition C25H48OP2Pm at a distorted geometry, with ωB97M-V/def2-TZVPD.

charge = +1
HOMO energy (spin up / spin down) = -0.34529 / -0.34546 hartree
spin multiplicity = 5

The geometry in XYZ format:
```
77
C25H48OP2Pm (ωB97M-V/def2-TZVPD)
Pm 0.364 0.063 0.292
C 1.347 -2.129 0.050
C 0.738 -1.698 -1.220
C 2.611 -0.354 -0.867
C 2.533 -1.325 0.244
C 1.545 -0.573 -1.760
C 0.990 -3.413 0.790
H -0.079 -3.683 0.739
H 1.265 -3.408 1.854
H 1.548 -4.236 0.318
C 3.598 -1.656 1.242
H 3.313 -2.379 2.013
H 3.968 -0.697 1.905
H 4.524 -1.908 0.709
C 3.731 0.660 -1.044
H 4.460 0.205 -1.708
H 4.271 0.902 -0.120
H 3.436 1.621 -1.477
C 1.659 -0.125 -3.204
H 2.336 -0.855 -3.674
H 2.154 0.851 -3.297
H 0.754 -0.094 -3.807
C 0.031 -2.743 -2.054
H 0.796 -3.498 -2.265
H -0.322 -2.358 -2.995
H -0.768 -3.244 -1.516
C -3.138 0.096 0.035
C -2.889 -1.282 -0.300
C -3.837 -2.041 -1.163
C -3.731 -1.637 -2.669
C -2.752 -0.495 -2.943
C -3.052 0.773 -2.631
C -4.343 1.166 -1.935
C -4.368 0.792 -0.421
H -4.876 -1.915 -0.829
H -4.732 -1.311 -2.988
H -3.614 -3.114 -1.049
H -5.271 0.202 -0.215
H -2.445 0.702 0.566
H -2.015 -1.810 -0.008
H -4.464 1.713 0.174
H -4.529 2.234 -2.088
H -2.475 1.603 -3.048
H -5.182 0.654 -2.425
H -3.511 -2.505 -3.301
H -1.907 -0.714 -3.600
P 0.026 -0.398 2.916
C 1.474 -0.997 3.765
H 1.141 -1.003 4.800
H 2.370 -0.383 3.700
H 1.737 -2.015 3.477
C -0.478 1.035 3.825
H -0.501 0.666 4.853
H -1.479 1.375 3.542
H 0.215 1.881 3.757
C -1.137 -1.664 3.295
H -2.157 -1.367 3.054
H -1.030 -1.762 4.375
H -0.917 -2.623 2.820
P 0.284 2.645 -0.358
C 0.720 2.936 -2.061
H 0.216 3.883 -2.247
H 0.434 2.204 -2.819
H 1.803 3.088 -2.154
C -1.067 3.549 0.337
H -1.943 3.491 -0.298
H -0.704 4.577 0.354
H -1.330 3.263 1.369
C 1.588 3.686 0.260
H 1.394 4.613 -0.281
H 2.592 3.335 0.022
H 1.486 3.874 1.327
C 3.627 0.864 2.052
O 2.314 0.560 1.403
H 4.671 0.901 1.673
H 3.455 0.863 3.203
H 3.525 1.884 1.727
```

4.
Computed, not measured: a structure of composition C25H48OP4Tl at a distorted geometry, with ωB97M-V/def2-TZVPD.

charge = +3
HOMO energy = -0.59165 hartree
spin multiplicity = 1
relative energy (zero: lowest compared OMol25 entry of this formula, charge and spin) = 0.000 eV

The geometry in XYZ format:
```
79
C25H48OP4Tl (ωB97M-V/def2-TZVPD)
Tl -1.912 0.562 -1.307
P -1.030 -2.836 0.002
P 1.202 -1.377 1.808
P 0.847 -2.331 -1.432
H -2.672 3.140 -2.290
C -2.623 2.147 -2.749
C -3.670 1.194 -2.529
H -4.513 1.440 -1.871
C -2.091 -1.796 1.057
C -0.623 -4.291 1.013
C -2.186 -3.504 -1.234
C 2.106 0.217 1.908
C 0.473 -1.416 3.495
C 2.584 -2.576 2.054
C 0.203 -2.110 -3.114
C 1.709 -3.935 -1.475
C 2.168 -1.093 -1.327
H -1.977 2.066 -3.633
H -3.837 0.380 -3.250
H -2.857 -1.286 0.453
H -1.515 -1.038 1.604
H -2.612 -2.435 1.785
H -0.257 -4.007 2.007
H 0.125 -4.926 0.521
H -1.555 -4.863 1.122
H -2.653 -2.700 -1.821
H -2.970 -4.050 -0.691
H -1.684 -4.201 -1.918
H 3.013 0.080 2.512
H 1.465 0.974 2.379
H 2.382 0.582 0.912
H 1.277 -1.595 4.220
H -0.268 -2.221 3.572
H -0.015 -0.460 3.719
H 3.071 -2.328 3.006
H 3.313 -2.513 1.238
H 2.188 -3.599 2.101
H 1.035 -2.284 -3.810
H -0.166 -1.084 -3.260
H -0.605 -2.816 -3.338
H 2.432 -3.896 -2.301
H 1.007 -4.760 -1.656
H 2.248 -4.117 -0.535
H 2.752 -1.134 -2.258
H 2.847 -1.291 -0.487
H 1.763 -0.077 -1.227
C 2.365 2.678 -2.094
C 3.677 2.505 -2.837
C 3.558 1.390 -3.795
C 2.346 1.091 -4.364
C 1.140 1.721 -3.939
C 1.143 2.552 -2.836
O 2.562 2.752 -0.865
H 4.261 2.357 -1.916
H 3.950 3.451 -3.342
H 4.480 0.902 -4.115
H 2.280 0.351 -5.169
H 0.209 1.521 -4.477
H 0.240 3.034 -2.459
C -3.344 3.075 0.700
P -1.681 2.318 0.699
C -0.591 3.694 0.220
C -1.369 2.118 2.495
C -2.293 1.393 3.274
C -2.088 1.239 4.645
C -0.953 1.785 5.253
C -0.020 2.482 4.484
C -0.221 2.649 3.112
H -3.766 3.125 -0.312
H -3.260 4.090 1.115
H -4.016 2.483 1.336
H -0.580 4.439 1.029
H 0.439 3.347 0.026
H -0.966 4.175 -0.694
H -3.189 0.969 2.807
H -2.822 0.696 5.243
H -0.793 1.662 6.327
H 0.872 2.907 4.949
H 0.510 3.213 2.527
```

5.
Computed, not measured: a cluster of 3 separate species, C25H49Br2N3O8 in total at a distorted geometry, with ωB97M-V/def2-TZVPD.

charge = 0
HOMO energy = -0.30581 hartree
SMILES string = CCC(=O)OCC[C@]1(N=C(C)C)C(=O)O[C@H]([C@H](Br)[C@@H](C)Br)[C@]1(O)COC.COC[C@@H](C)N.COC[C@@H](C)N
spin multiplicity = 1

The geometry in XYZ format:
```
87
C25H49Br2N3O8 (ωB97M-V/def2-TZVPD)
C -4.948 0.471 -0.313
C -4.449 -0.573 -1.315
C -3.053 -1.059 -1.017
O -2.681 -2.192 -1.207
O -2.255 -0.092 -0.533
C -0.964 -0.555 -0.099
C -0.177 0.673 0.299
C 1.313 0.482 0.566
N 1.844 1.701 1.110
C 1.714 2.872 0.616
C 1.063 3.960 1.419
C 2.244 3.300 -0.733
C 2.036 -0.079 -0.682
O 1.860 0.231 -1.823
O 2.925 -1.066 -0.339
C 2.356 -1.802 0.745
C 1.468 -2.975 0.210
Br 1.476 -4.369 1.583
C 2.003 -3.560 -1.127
C 1.854 -5.063 -1.320
Br 1.026 -2.737 -2.609
C 1.743 -0.653 1.592
O 2.936 -0.126 2.205
C 0.795 -0.918 2.738
O 1.312 -1.936 3.560
C 0.530 -2.117 4.725
H -4.426 1.418 -0.428
H -6.009 0.666 -0.475
H -4.840 0.125 0.715
H -4.408 -0.095 -2.297
H -5.094 -1.445 -1.323
H -1.142 -1.240 0.726
H -0.472 -1.112 -0.895
H -0.293 1.388 -0.521
H -0.603 1.159 1.180
H 0.967 3.641 2.456
H 1.586 4.914 1.351
H 0.049 4.083 1.029
H 2.026 2.578 -1.518
H 1.889 4.291 -1.005
H 3.330 3.340 -0.620
H 3.078 -2.288 1.394
H 0.426 -2.719 0.050
H 3.053 -3.307 -1.248
H 0.840 -5.410 -1.134
H 2.076 -5.277 -2.367
H 2.586 -5.619 -0.738
H 2.945 -0.397 3.129
H 0.741 0.015 3.317
H -0.230 -1.150 2.434
H 1.121 -2.652 5.463
H -0.383 -2.669 4.479
H 0.232 -1.153 5.153
C 4.666 5.262 -2.938
O 3.286 5.361 -3.238
C 2.946 6.344 -4.195
C 3.124 5.911 -5.656
C 4.577 5.902 -6.121
N 2.535 4.597 -5.926
H 5.156 6.239 -2.978
H 5.176 4.569 -3.611
H 4.754 4.869 -1.925
H 1.884 6.549 -4.031
H 3.488 7.278 -3.990
H 2.589 6.645 -6.266
H 5.120 5.037 -5.741
H 4.620 5.857 -7.209
H 5.101 6.805 -5.801
H 1.540 4.625 -5.725
H 2.909 3.941 -5.245
C -3.107 -2.809 2.288
O -3.183 -3.269 3.623
C -4.488 -3.360 4.159
C -5.247 -4.641 3.785
C -5.784 -4.641 2.358
N -4.439 -5.846 3.986
H -3.879 -2.061 2.074
H -3.181 -3.628 1.571
H -2.129 -2.345 2.161
H -4.356 -3.348 5.244
H -5.071 -2.467 3.896
H -6.107 -4.702 4.459
H -4.997 -4.827 1.627
H -6.527 -5.429 2.238
H -6.260 -3.688 2.114
H -4.169 -5.913 4.963
H -3.560 -5.719 3.492
```